Run a
DFT (ωB97M-V with the def2-TZVPD basis set) results for a cluster of 2 separate species, C5H14S in total.

Each line ends with the natural charge from an NBO analysis.
Positions of all 20 atoms, in Å:
S  0.0418  1.7809  -1.6216  -0.04
C  1.4481  0.8849  -2.2716  -0.55
C  -1.5061  -0.4246  1.8104  -0.40
C  2.4209  0.4055  -1.2152  -0.64
C  -2.6250  -0.6085  0.7544  -0.61
C  -0.1064  -0.9293  1.4046  -0.63
H  -0.0108  1.3416  -0.3362  0.13
H  -1.8224  -0.8442  2.7767  0.20
H  2.2193  -0.4576  -0.6843  0.22
H  -0.2509  -1.5751  0.5482  0.21
H  0.3606  -1.3485  2.2713  0.21
H  2.9212  1.1796  -0.6226  0.22
H  -2.3138  -1.2804  -0.0458  0.20
H  3.3358  0.0107  -1.6859  0.21
H  -2.9129  0.3623  0.3327  0.21
H  -3.5344  -0.9548  1.2476  0.21
H  0.5614  -0.0546  1.3181  0.21
H  -1.4515  0.6294  2.0511  0.19
H  1.3599  0.1876  -3.1451  0.22
H  1.8653  1.6955  -2.8865  0.22

As for the charge: 0. The lowest unoccupied orbital energy comes out at 1.00 eV. The orbital gap is 9.83 eV.

Run b
DFT (ωB97M-V with the def2-TZVPD basis set) results for a cluster of 2 separate species, C5H14S in total.

Each line ends with the natural charge from an NBO analysis.
Positions of all 20 atoms, in Å:
S  2.4870  -0.3913  -1.3478  0.15
C  2.8632  0.7577  0.0002  -0.74
C  0.7845  0.2768  -1.8006  -0.74
C  -3.1188  -0.3329  2.7893  -0.61
C  -2.8636  -0.3068  0.0847  -0.62
C  -2.2421  0.2162  1.4368  -0.39
H  -2.2542  -1.0156  -0.3713  0.20
H  3.8019  0.6490  0.4832  0.23
H  0.7780  1.1861  -2.3601  0.22
H  -2.8839  0.6125  -0.6327  0.20
H  -1.1801  -0.1106  1.4129  0.20
H  -3.1702  -1.3141  3.0583  0.19
H  -4.1203  -0.0200  2.5620  0.21
H  -2.4286  1.2442  1.6599  0.20
H  -2.3859  0.1069  3.6013  0.21
H  2.1495  0.5142  0.7841  0.21
H  0.4397  -0.3529  -2.6138  0.23
H  0.0372  0.0214  -0.8529  0.22
H  2.7939  1.7516  -0.3571  0.21
H  -3.9081  -0.6783  0.1279  0.21

As for the charge: 0. The lowest unoccupied orbital energy comes out at 0.96 eV. The orbital gap is 9.54 eV.

Run c
DFT (ωB97M-V with the def2-TZVPD basis set) results for a cluster of 2 separate species, C5H14S in total.

Each line ends with the natural charge from an NBO analysis.
Positions of all 20 atoms, in Å:
S  0.9529  -1.5758  1.4245  0.16
C  0.1437  -1.5644  -0.2139  -0.51
C  -0.2900  2.6271  0.0229  -0.61
C  1.1253  -1.3893  -1.3298  -0.63
C  -0.8604  3.2049  -1.2666  -0.62
C  0.0023  -2.6945  2.4659  -0.75
H  -0.5553  -2.1647  3.2364  0.22
H  0.6733  -0.8921  -2.1975  0.22
H  1.7831  -0.5697  -1.0315  0.21
H  0.1587  3.3940  0.6532  0.21
H  0.4002  1.8000  -0.1306  0.21
H  -1.8203  3.7217  -1.2568  0.21
H  -0.4328  -2.4972  -0.2724  0.21
H  1.6257  -2.3091  -1.5902  0.22
H  0.8019  -3.2893  2.8965  0.23
H  -1.1184  2.4014  -1.9770  0.20
H  -0.1148  3.7466  -1.8377  0.20
H  -0.7300  -3.3255  1.9659  0.22
H  -0.6571  -0.8218  -0.1924  0.21
H  -1.0879  2.1975  0.6309  0.20

As for the charge: 0. The lowest unoccupied orbital energy comes out at 1.03 eV. The orbital gap is 9.40 eV.

Tell me which of them is the most stable. Sure, it is run c.

Run a
DFT (ωB97M-V with the def2-TZVPD basis set) results for a cluster of 2 separate species, C5H14S in total.

Each line ends with the natural charge from an NBO analysis.
Positions of all 20 atoms, in Å:
S  0.0631  1.2778  -1.7792  0.19
C  -2.3634  -1.6063  1.7413  -0.62
C  -0.1474  -0.3991  -1.2701  -0.78
C  2.9424  0.7444  -1.2839  -0.64
C  -2.0382  -0.2965  2.4314  -0.63
C  1.7945  1.7343  -1.4696  -0.53
H  1.6870  2.3993  -0.6450  0.21
H  0.7431  -1.0343  -1.3535  0.22
H  -0.5786  -0.4572  -0.2831  0.22
H  3.6095  1.0432  -0.4660  0.22
H  -2.7119  0.0203  3.2276  0.21
H  3.5979  0.8857  -2.1888  0.21
H  -2.8204  -1.4371  0.7725  0.21
H  -2.1545  0.6408  1.8427  0.21
H  -0.9867  -0.3183  2.6430  0.21
H  2.7751  -0.3247  -1.2361  0.22
H  -3.1992  -2.1121  2.2687  0.21
H  -1.5082  -2.2084  1.5383  0.21
H  -0.7298  -0.9263  -2.0546  0.24
H  2.0256  2.3744  -2.4358  0.22

As for the charge: 0. The lowest unoccupied orbital energy comes out at 0.92 eV. The orbital gap is 9.17 eV.

Run b
DFT (ωB97M-V with the def2-TZVPD basis set) results for a cluster of 2 separate species, C5H14S in total.

Each line ends with the natural charge from an NBO analysis.
Positions of all 20 atoms, in Å:
S  1.6202  0.1337  0.0553  -0.05
C  -3.2335  -0.6398  0.7562  -0.40
C  -2.7750  -0.8667  -0.6710  -0.60
C  2.7840  1.2151  -0.7823  -0.53
C  -2.0372  -0.3373  1.6524  -0.61
C  4.2383  0.6933  -0.5921  -0.61
H  -2.3358  -0.1589  2.6844  0.21
H  4.9725  1.4762  -0.7654  0.21
H  4.3503  0.2454  0.3861  0.21
H  2.7174  2.2018  -0.3357  0.21
H  2.6383  1.3347  -1.8498  0.22
H  -3.5463  -1.1116  -1.3984  0.21
H  -1.5296  0.5816  1.3409  0.21
H  -2.2144  0.0045  -1.0218  0.20
H  1.0079  -0.5510  -0.9118  0.13
H  -1.2581  -1.0961  1.6047  0.20
H  -3.9690  0.1667  0.7600  0.20
H  -3.7642  -1.5154  1.1332  0.19
H  -2.0461  -1.6853  -0.7108  0.19
H  4.3803  -0.0909  -1.3341  0.20

As for the charge: 0. The lowest unoccupied orbital energy comes out at 1.01 eV. The orbital gap is 10.03 eV.

Tell me which of them is the most stable. Sure, it is run b.

Run a
DFT (ωB97M-V with the def2-TZVPD basis set) results for the molecule C4H6N2O.

Each line ends with the natural charge from an NBO analysis.
Positions of all 13 atoms, in Å:
O  1.3604  -0.4233  -0.0938  -0.50
N  -1.9504  0.2779  1.0832  -0.44
N  -0.0261  1.3074  0.7099  -0.55
C  -1.3172  1.4193  1.1393  0.15
C  -1.0335  -0.6328  0.6085  -0.18
C  1.2827  -1.0498  -1.3684  -0.24
C  0.1619  -0.0117  0.3746  0.38
H  0.8616  -0.3579  -2.1081  0.18
H  2.3023  -1.3167  -1.6501  0.19
H  0.6891  2.0191  0.6892  0.42
H  0.6671  -1.9557  -1.3289  0.18
H  -1.2850  -1.6760  0.4684  0.21
H  -1.7391  2.3606  1.4649  0.19

As for the charge: 0. The lowest unoccupied orbital energy comes out at 0.87 eV. The orbital gap is 9.31 eV.

Run b
DFT (ωB97M-V with the def2-TZVPD basis set) results for a cluster of 2 separate species, C4H6N2O in total.

Each line ends with the natural charge from an NBO analysis.
Positions of all 13 atoms, in Å:
O  0.8867  -1.6347  2.2271  -0.52
N  0.5616  -1.5360  -1.1630  -0.84
N  0.1575  0.5353  2.6846  -0.77
C  -0.3564  0.6990  -1.0690  -0.01
C  -1.2554  1.3846  -1.7106  -0.47
C  0.5933  -0.1582  -0.7143  -0.09
C  0.6329  -0.5243  2.4495  0.84
H  1.0234  0.0426  0.2721  0.21
H  -1.2442  2.1648  -2.5742  0.22
H  0.4302  1.4550  3.1901  0.46
H  -2.2217  1.5363  -1.2185  0.20
H  -0.1806  -1.7921  -1.8107  0.39
H  0.9727  -2.1722  -0.5632  0.39

As for the charge: 0. The lowest unoccupied orbital energy comes out at 0.67 eV. The orbital gap is 8.59 eV.

Run c
DFT (ωB97M-V with the def2-TZVPD basis set) results for the molecule C4H6N2O.

Each line ends with the natural charge from an NBO analysis.
Positions of all 13 atoms, in Å:
O  0.7786  1.0625  0.3423  -0.53
N  1.5086  0.3120  -1.7077  -0.64
N  -1.0835  -2.4340  -0.4483  -0.32
C  -1.1089  -1.4708  0.1918  0.28
C  -1.1595  -0.2415  0.9913  -0.55
C  -0.6334  0.9959  0.2438  -0.05
C  1.4875  0.2153  -0.4537  0.39
H  2.0325  -0.5302  0.1321  0.15
H  -1.0045  1.8951  0.7396  0.20
H  -0.9560  1.0008  -0.8025  0.21
H  -2.1937  -0.0867  1.3145  0.26
H  -0.5509  -0.3806  1.8919  0.26
H  2.1065  -0.4340  -2.0593  0.35

As for the charge: 0. The lowest unoccupied orbital energy comes out at 0.71 eV. The orbital gap is 11.28 eV.

Run d
DFT (ωB97M-V with the def2-TZVPD basis set) results for the molecule C4H6N2O.

Each line ends with the natural charge from an NBO analysis.
Positions of all 13 atoms, in Å:
O  -2.6067  -0.3340  -0.0932  -0.59
N  0.3985  1.3722  -0.3354  -0.42
N  -0.8776  1.1224  0.1918  -0.49
C  -1.4236  -0.0813  -0.1085  0.65
C  -0.2421  -0.9137  -0.5117  -0.33
C  0.8119  -0.8395  0.5509  -0.44
C  0.9182  0.0176  -0.5257  -0.08
H  1.4723  -1.7027  0.7055  0.23
H  -0.4043  -1.8153  -1.1127  0.25
H  1.8358  -0.0065  -1.1367  0.23
H  0.6225  -0.6881  1.6294  0.23
H  0.8642  1.8653  0.4987  0.35
H  -1.3691  2.0037  0.2477  0.40

As for the charge: 0. The lowest unoccupied orbital energy comes out at 0.92 eV. The orbital gap is 9.61 eV.

Tell me which of them is the most stable. Sure, it is run a.

Run a
DFT (ωB97M-V with the def2-TZVPD basis set) results for the molecule C4H6N2O.

Each line ends with the natural charge from an NBO analysis.
Positions of all 13 atoms, in Å:
O  0.5448  -0.8116  0.2244  -0.21
N  -0.6354  -1.3698  0.4235  -0.20
N  -3.0051  1.3277  0.2117  -0.63
C  -1.7776  -0.7968  -0.2643  -0.35
C  -2.3869  0.3416  -0.0732  0.41
C  2.6004  0.0945  0.2246  -0.64
C  1.1743  0.2106  -0.2497  0.16
H  0.6270  0.8479  -0.8562  0.18
H  2.6927  -0.4726  1.0842  0.24
H  -2.0374  -1.3688  -1.2037  0.22
H  3.1242  -0.3417  -0.6210  0.22
H  2.9349  1.0216  0.3732  0.21
H  -3.8557  1.3176  0.7265  0.39

As for the charge: 0. The lowest unoccupied orbital energy (alpha / beta) comes out at 0.46 / 0.61 eV. The orbital gap (alpha / beta) is 8.12 / 8.61 eV.

Run b
DFT (ωB97M-V with the def2-TZVPD basis set) results for the molecule C4H6N2O.

Each line ends with the natural charge from an NBO analysis.
Positions of all 13 atoms, in Å:
O  -0.4470  -0.0798  -0.5333  -0.49
N  1.6436  -0.9837  -0.2122  -0.24
N  1.9657  0.0973  -0.5611  -0.22
C  -2.6414  0.5940  -0.0904  -0.48
C  0.3539  -1.2150  -0.0530  0.29
C  2.6963  0.8174  0.1557  -0.12
C  -1.6752  -0.2298  -0.0387  0.14
H  -2.3716  1.7425  -0.2568  0.20
H  -0.3241  -2.0782  0.2249  0.21
H  3.3770  0.3293  1.0266  0.17
H  -3.6076  0.4145  0.2045  0.21
H  3.0172  1.9493  -0.1932  0.19
H  -1.9868  -1.3578  0.3271  0.14

As for the charge: 0. The lowest unoccupied orbital energy comes out at 0.44 eV. The orbital gap is 9.26 eV.

Tell me which of them is the most stable. Sure, it is run b.

Run a
DFT (ωB97M-V with the def2-TZVPD basis set) results for the molecule C4H6N2O.

Each line ends with the natural charge from an NBO analysis.
Positions of all 13 atoms, in Å:
O  2.8722  -0.2001  -0.7250  -0.66
N  1.4377  0.2405  1.0494  -0.36
N  0.0909  0.2834  1.1665  -0.35
C  0.4216  -0.2071  -0.9364  -0.40
C  -2.0491  -0.0099  -0.0850  -0.65
C  1.6292  -0.0584  -0.2191  0.43
C  -0.5576  0.0226  0.0080  0.18
H  -2.4616  -0.8691  0.4568  0.23
H  -2.5023  0.9014  0.3224  0.22
H  -2.3520  -0.0959  -1.1308  0.23
H  -0.3081  0.4992  2.0644  0.40
H  3.4845  -0.0625  0.0115  0.49
H  0.2947  -0.4441  -1.9829  0.23

As for the charge: 0. The lowest unoccupied orbital energy comes out at 0.95 eV. The orbital gap is 9.68 eV.

Run b
DFT (ωB97M-V with the def2-TZVPD basis set) results for the molecule C4H6N2O.

Each line ends with the natural charge from an NBO analysis.
Positions of all 13 atoms, in Å:
O  -2.4458  -0.5534  0.8439  -0.69
N  -0.7200  0.7443  -0.2048  -0.54
N  1.2928  1.4182  -1.2873  -0.84
C  0.9961  -0.6390  0.1831  -0.32
C  0.6125  0.4926  -0.4857  0.26
C  -1.1333  -0.2306  0.6620  0.42
C  -0.1235  -1.1090  0.9070  -0.38
H  2.2583  1.4931  -1.0027  0.37
H  -2.5466  -1.2956  1.4637  0.49
H  -1.2362  1.5590  -0.5046  0.43
H  1.9657  -1.1068  0.1478  0.22
H  1.2769  1.2000  -2.2773  0.37
H  -0.1969  -1.9726  1.5548  0.21

As for the charge: 0. The lowest unoccupied orbital energy comes out at 0.93 eV. The orbital gap is 8.23 eV.

Tell me which of them is the most stable. Sure, it is run a.

Run a
DFT (ωB97M-V with the def2-TZVPD basis set) results for the molecule C4H6N2O.

Each line ends with the natural charge from an NBO analysis.
Positions of all 13 atoms, in Å:
O  2.5040  0.2039  0.5748  -0.65
N  -2.2187  0.5636  -0.2529  -0.76
N  0.6271  -1.1356  0.5268  -0.60
C  -0.9416  0.3612  -0.2857  0.30
C  0.3440  1.0103  -0.2709  -0.52
C  1.2068  0.0701  0.2513  0.57
C  -0.7507  -1.0888  -0.0121  -0.35
H  0.5488  2.0690  -0.3559  0.23
H  -1.8772  -1.0125  0.3716  0.32
H  -0.7937  -1.6771  -0.9346  0.20
H  2.7858  1.1072  0.3681  0.50
H  -2.6275  1.3947  -0.6355  0.35
H  1.2058  -1.9583  0.6352  0.41

As for the charge: 0. The lowest unoccupied orbital energy comes out at 0.56 eV. The orbital gap is 8.61 eV.

Run b
DFT (ωB97M-V with the def2-TZVPD basis set) results for the molecule C4H6N2O.

Each line ends with the natural charge from an NBO analysis.
Positions of all 13 atoms, in Å:
O  0.0936  -1.5568  -2.2604  -0.67
N  0.8845  1.0850  0.0451  -0.42
N  -0.3745  -0.8116  -0.0571  -0.59
C  0.1950  -0.6215  -1.2808  0.42
C  0.8829  0.5468  -1.2221  -0.23
C  0.0839  0.3485  0.7414  0.35
C  -0.6389  0.7143  1.9914  -0.65
H  -0.2024  1.4947  2.6254  0.24
H  -0.6990  -1.7683  0.1315  0.42
H  0.6123  -1.2591  -3.0245  0.50
H  -1.6523  1.0671  1.7565  0.23
H  1.4997  0.9777  -1.9772  0.20
H  -0.6867  -0.2216  2.5338  0.21

As for the charge: 0. The lowest unoccupied orbital energy comes out at 0.71 eV. The orbital gap is 8.66 eV.

Run c
DFT (ωB97M-V with the def2-TZVPD basis set) results for the molecule C4H6N2O.

Each line ends with the natural charge from an NBO analysis.
Positions of all 13 atoms, in Å:
O  0.2309  -0.3411  -0.3916  -0.48
N  -0.2227  -2.4730  -0.7937  -0.60
N  -1.1291  -1.4424  1.1182  -0.69
C  -0.3901  -1.4076  0.0954  0.68
C  0.3551  -3.4519  -1.0977  0.37
C  0.7290  1.9818  -0.4131  -0.63
C  -0.0268  0.8868  0.3072  -0.07
H  -1.1094  1.0629  0.3127  0.19
H  1.8044  1.7809  -0.4125  0.22
H  0.3927  2.0757  -1.4500  0.22
H  -1.4865  -2.3797  1.2880  0.37
H  0.5565  2.9375  0.0912  0.22
H  0.2962  0.7703  1.3459  0.20

As for the charge: 0. The lowest unoccupied orbital energy comes out at 0.68 eV. The orbital gap is 11.48 eV.

Tell me which of them is the most stable. Sure, it is run b.